A molecular structure, C4H7ClO at a distorted geometry, computed with the ωB97M-V functional and the def2-TZVPD basis.

Each line ends with the natural charge from an NBO analysis.
Cartesian coordinates (Å):
Cl1 1.31 1.89 -0.43  -0.091
O1 -1.65 -0.49 0.05  -0.502
C1 -1.00 0.56 0.65  -0.083
C2 0.27 0.35 -0.22  0.013
C3 1.23 -0.75 0.46  -0.648
C4 -0.88 -0.19 -1.11  -0.099
H1 -0.57 0.46 1.79  0.166
H2 -0.65 -1.07 -1.73  0.196
H3 1.83 -0.38 1.35  0.229
H4 0.85 -1.80 0.66  0.234
H5 -1.45 1.51 0.59  0.181
H6 1.90 -0.81 -0.35  0.215
H7 -1.18 0.73 -1.70  0.188

Calculated values
gap between HOMO and LUMO	0.4149	hartree
E_LUMO	0.92	eV
E	-691.9485	a.u.
molar mass	106.55	g/mol
HOMO level	-10.37	eV